Formula: C5H10N2O
Source: the Open Molecules 2025 dataset
Level of theory: ωB97M-V/def2-TZVPD

## Properties
Energy relative to the best compared isomer or geometry (same formula, charge and spin) (kJ/mol): 71.36
Orbital gap (spin up / spin down) (eV): 4.07 / 7.36
LUMO energy (spin up / spin down) (eV): 4.122 / 4.072
Multiplicity: 2
F_max (eV/Å): 1.7
Total charge: -1

Each atom is followed by the atoms it is bonded to, with distances in Å.
Positions of all 18 atoms, in Å:
1 O -1.77024 -1.08845 -1.80581  C2 1.289
2 C -0.62621 -0.52789 -1.60935  O1 1.289, C3 1.530, H9 1.106
3 C -0.47771 0.74088 -0.76774  C2 1.530, C4 1.565, N8 1.461, H10 1.088
4 C -0.41049 0.36049 0.74893  C3 1.565, C5 1.507, H11 1.090, H12 1.080
5 C 0.79310 -0.47665 1.09588  C4 1.507, C6 1.339, N7 1.363
6 C 1.95287 0.06668 1.48814  C5 1.339, H13 1.081, H14 1.085
7 N 0.63742 -1.81680 0.89964  C5 1.363, H15 1.003, H16 1.003
8 N -1.59278 1.66993 -0.93626  C3 1.461, H17 1.016, H18 1.011
9 H 0.31087 -0.74401 -2.15634  C2 1.106
10 H 0.47998 1.19217 -1.01884  C3 1.088
11 H -0.40458 1.25093 1.37739  C4 1.090
12 H -1.30338 -0.20651 0.96783  C4 1.080
13 H 2.14785 1.12974 1.47181  C6 1.081
14 H 2.84971 -0.47096 1.77595  C6 1.085
15 H -0.20061 -2.17899 0.48319  N7 1.003
16 H 1.45296 -2.39602 0.83293  N7 1.003
17 H -1.39143 2.31866 -1.69186  N8 1.016
18 H -2.44731 1.17680 -1.15548  N8 1.011

***

Formula: C5H10N2O
Source: the Open Molecules 2025 dataset
Level of theory: ωB97M-V/def2-TZVPD

## Properties
Energy relative to the best compared isomer or geometry (same formula, charge and spin) (kJ/mol): 302.88
Orbital gap (spin up / spin down) (eV): 7.65 / 7.66
LUMO energy (spin up / spin down) (eV): 0.723 / 0.725
SMILES: CC(C)=N/C(O)=C\N
F_max (eV/Å): 1.1

Each atom is followed by the atoms it is bonded to, with distances in Å.
Positions of all 18 atoms, in Å:
1 C 1.90110 0.63887 0.08728  C2 1.494, H9 1.090, H10 1.098, H11 1.093
2 C 0.65997 -0.10060 0.46823  C1 1.494, C3 1.508, N4 1.371
3 C 0.06022 0.27957 1.79906  C2 1.508, H12 1.098, H13 1.091, H14 1.088
4 N 0.43521 -1.32094 -0.11374  C2 1.371, C5 1.321
5 C -0.83310 -1.22830 -0.47173  N4 1.321, O6 1.359, C7 1.418
6 O -1.67328 -2.29698 -0.47517  C5 1.359, H15 0.967
7 C -1.31981 0.06995 -0.76966  C5 1.418, N8 1.418, H16 1.088
8 N -0.74248 1.00795 -1.66229  C7 1.418, H17 1.015, H18 1.013
9 H 2.51215 0.04268 -0.59097  C1 1.090
10 H 1.61215 1.56415 -0.42943  C1 1.098
11 H 2.50122 0.91899 0.95714  C1 1.093
12 H 0.77378 0.02201 2.59334  C3 1.098
13 H -0.12199 1.35343 1.86293  C3 1.091
14 H -0.88186 -0.23239 1.98603  C3 1.088
15 H -1.23216 -3.02389 -0.01530  O6 0.967
16 H -2.39430 0.21771 -0.68816  C7 1.088
17 H -1.32361 1.43142 -2.37805  N8 1.015
18 H 0.06679 0.65638 -2.15952  N8 1.013

***

Formula: C5H10N2O
Source: the Open Molecules 2025 dataset
Level of theory: ωB97M-V/def2-TZVPD

## Properties
Energy relative to the best compared isomer or geometry (same formula, charge and spin) (kJ/mol): 314.57
Orbital gap (eV): 9.51
LUMO energy (eV): 0.965
F_max (eV/Å): 2.0

Each atom is followed by the atoms it is bonded to, with distances in Å.
Positions of all 18 atoms, in Å:
1 C 0.41938 0.67773 2.08829  C7 1.493, H16 1.096, H17 1.089, H18 1.091
2 C -0.70359 0.55247 -0.18567  C6 1.594, C7 1.337, O8 1.374
3 C -0.26733 -1.35335 -0.87842  N4 1.321, C6 1.475
4 N 0.17114 -2.22108 0.01605  C3 1.321, H10 1.022, H11 1.008
5 N 0.72031 0.40981 -2.28908  C6 1.434, H12 1.012, H13 1.015
6 C 0.51833 -0.10857 -0.96785  C2 1.594, C3 1.475, N5 1.434, H14 1.099
7 C -0.64970 0.96427 1.08569  C1 1.493, C2 1.337, H15 1.083
8 O -1.72971 1.00493 -0.97952  C2 1.374, H9 0.967
9 H -1.87162 0.34184 -1.66879  O8 0.967
10 H 0.97948 -2.06447 0.62151  N4 1.022
11 H -0.38393 -3.03703 0.22372  N4 1.008
12 H -0.01884 0.12257 -2.91785  N5 1.012
13 H 0.78170 1.42305 -2.28203  N5 1.015
14 H 1.44992 -0.05036 -0.38825  C6 1.099
15 H -1.49925 1.53115 1.44503  C7 1.083
16 H 0.15444 -0.19941 2.68998  C1 1.096
17 H 1.38544 0.47839 1.62634  C1 1.089
18 H 0.54382 1.52805 2.76084  C1 1.091

***

Formula: C5H10N2O
Source: the Open Molecules 2025 dataset
Level of theory: ωB97M-V/def2-TZVPD

## Properties
Energy relative to the best compared isomer or geometry (same formula, charge and spin) (kJ/mol): 405.10
Orbital gap (eV): 9.54
LUMO energy (eV): 0.798
SMILES: [H]/N=C/[C@@H](C)O.C#CN
F_max (eV/Å): 3.6

Each atom is followed by the atoms it is bonded to, with distances in Å.
Positions of all 18 atoms, in Å:
1 H -1.72101 1.69755 1.58133  N2 1.019
2 N -1.06617 0.99295 1.24567  H1 1.019, C3 1.275
3 C -1.26235 0.64545 0.03478  N2 1.275, C4 1.587, H7 1.099
4 C -1.13921 -0.87927 -0.38772  C3 1.587, C5 1.533, O6 1.397, H8 1.098
5 C -0.42075 -1.00065 -1.73701  C4 1.533, H9 1.089, H10 1.088, H11 1.088
6 O -0.57262 -1.71425 0.57807  C4 1.397, H12 0.976
7 H -2.05158 1.10536 -0.57649  C3 1.099
8 H -2.16457 -1.25183 -0.51088  C4 1.098
9 H 0.58639 -0.59469 -1.65683  C5 1.089
10 H -0.99299 -0.48986 -2.50903  C5 1.088
11 H -0.29700 -2.04496 -2.01769  C5 1.088
12 H 0.09887 -1.17578 1.03764  O6 0.976
13 C 1.78294 1.48801 -0.46459  C14 1.219, H16 1.057
14 C 1.91584 0.79940 0.53209  C13 1.219, N15 1.330
15 N 1.83266 0.06937 1.64028  C14 1.330, H17 1.011, H18 1.019
16 H 2.14875 2.17928 -1.17602  C13 1.057
17 H 2.43930 0.28221 2.42015  N15 1.011
18 H 0.88348 -0.10828 1.96626  N15 1.019

***

Formula: C5H10N2O
Source: the Open Molecules 2025 dataset
Level of theory: ωB97M-V/def2-TZVPD

## Properties
Energy relative to the best compared isomer or geometry (same formula, charge and spin) (kJ/mol): 828.74
Orbital gap (eV): 8.92
LUMO energy (eV): 0.686
SMILES: N[C@]12C[C@@H]1NC[C@H]2O
F_max (eV/Å): 6.3

Each atom is followed by the atoms it is bonded to, with distances in Å.
Positions of all 18 atoms, in Å:
1 N 0.68090 -1.66400 0.88313  C2 1.423, H9 1.180, H10 1.082
2 C -0.18562 -0.72296 0.26002  N1 1.423, C3 1.548, C4 1.581, C7 1.450
3 C -1.07123 -1.50160 -0.74246  C2 1.548, C4 1.649, H11 1.111, H12 1.199
4 C -0.13747 -0.23845 -1.24456  C2 1.581, C3 1.649, N5 1.613, H13 1.218
5 N 1.27029 0.52430 -1.04820  C4 1.613, C6 1.379, H14 1.094
6 C 0.99154 1.30392 0.05406  N5 1.379, C7 1.572, H15 1.285, H16 1.091
7 C -0.13019 0.58347 0.88629  C2 1.450, C6 1.572, O8 1.536, H17 1.183
8 O -1.35790 1.48578 0.69074  C7 1.536, H18 1.208
9 H 1.76189 -1.37512 0.50830  N1 1.180
10 H 0.47945 -2.71473 0.71835  N1 1.082
11 H -0.73540 -2.54217 -0.94011  C3 1.111
12 H -2.18575 -1.24159 -1.10142  C3 1.199
13 H -0.95012 0.66582 -1.17617  C4 1.218
14 H 1.61732 0.93307 -2.00192  N5 1.094
15 H 1.98596 1.85774 0.65149  C6 1.285
16 H 0.44168 2.22590 -0.13821  C6 1.091
17 H -0.15467 0.49347 2.06609  C7 1.183
18 H -1.85763 1.24295 1.76308  O8 1.208

***

Formula: C5H10N2O
Source: the Open Molecules 2025 dataset
Level of theory: ωB97M-V/def2-TZVPD

## Properties
Energy relative to the best compared isomer or geometry (same formula, charge and spin) (kJ/mol): 477.89
Orbital gap (eV): 9.73
LUMO energy (eV): 0.867
SMILES: C/C(=N\O)N1CCC1
F_max (eV/Å): 3.8

Each atom is followed by the atoms it is bonded to, with distances in Å.
Positions of all 18 atoms, in Å:
1 C -1.26987 0.92763 -1.10962  C2 1.641, H9 1.081, H10 1.264, H11 1.161
2 C 0.30764 0.53456 -0.88676  C1 1.641, N3 1.295, N5 1.479
3 N 1.11729 0.73234 -1.87801  C2 1.295, O4 1.377
4 O 0.50548 1.34880 -2.94632  N3 1.377, H12 1.047
5 N 0.75444 -0.27896 0.26466  C2 1.479, C6 1.522, C8 1.442
6 C 0.62246 0.27541 1.67584  N5 1.522, C7 1.591, H13 1.112, H14 1.086
7 C 0.46551 -1.23150 2.16247  C6 1.591, C8 1.577, H15 1.198, H16 1.077
8 C 0.01424 -1.44969 0.66680  N5 1.442, C7 1.577, H17 1.177, H18 1.149
9 H -1.48568 1.98521 -1.05867  C1 1.081
10 H -2.15057 0.29383 -0.46177  C1 1.264
11 H -1.58549 0.74490 -2.21231  C1 1.161
12 H 1.13675 1.28285 -3.77883  O4 1.047
13 H 1.46443 0.90963 2.02990  C6 1.112
14 H -0.35001 0.74378 1.79856  C6 1.086
15 H 1.51292 -1.79548 2.30333  C7 1.198
16 H -0.20416 -1.43918 2.97934  C7 1.077
17 H -1.10400 -1.19507 0.40294  C8 1.177
18 H 0.24861 -2.38905 0.04844  C8 1.149

***

Formula: C5H10N2O
Source: the Open Molecules 2025 dataset
Level of theory: ωB97M-V/def2-TZVPD

## Properties
Energy relative to the best compared isomer or geometry (same formula, charge and spin) (kJ/mol): 211.24
Orbital gap (eV): 8.18
LUMO energy (eV): 0.856
SMILES: C[C@@H]1C(O)=C(N)[C@@H]1N
F_max (eV/Å): 2.6

Each atom is followed by the atoms it is bonded to, with distances in Å.
Positions of all 18 atoms, in Å:
1 C 0.51742 -2.02947 0.24645  C2 1.510, H9 1.096, H10 1.091, H11 1.090
2 C 0.86484 -0.56293 0.14989  C1 1.510, C3 1.470, C7 1.828, H12 1.089
3 C 0.21546 0.39599 1.05566  C2 1.470, O4 1.376, C5 1.351
4 O 0.09779 0.36633 2.42643  C3 1.376, H13 0.963
5 C -0.31915 1.25517 0.16059  C3 1.351, N6 1.388, C7 1.479
6 N -0.92428 2.49921 0.26811  C5 1.388, H14 1.010, H15 1.008
7 C 0.02146 0.50697 -1.06928  C2 1.828, C5 1.479, N8 1.422, H16 1.096
8 N -1.03019 -0.14139 -1.77278  C7 1.422, H17 1.014, H18 1.014
9 H 0.46313 -2.47889 -0.75124  C1 1.096
10 H 1.26738 -2.58815 0.80819  C1 1.091
11 H -0.45533 -2.18447 0.71419  C1 1.090
12 H 1.91604 -0.38493 -0.07302  C2 1.089
13 H 0.66986 -0.33001 2.76597  O4 0.963
14 H -0.58894 3.07586 1.02638  N6 1.010
15 H -1.03196 2.99745 -0.60173  N6 1.008
16 H 0.68368 1.01344 -1.78010  C7 1.096
17 H -0.68584 -0.82455 -2.43815  N8 1.014
18 H -1.68138 -0.58563 -1.13557  N8 1.014

***

Formula: C5H10N2O
Source: the Open Molecules 2025 dataset
Level of theory: ωB97M-V/def2-TZVPD

## Properties
Energy relative to the best compared isomer or geometry (same formula, charge and spin) (kJ/mol): 40.63
Orbital gap (eV): 9.80
LUMO energy (eV): 0.736
SMILES: C/N=C(/C)CC(N)=O
F_max (eV/Å): 1.7

Each atom is followed by the atoms it is bonded to, with distances in Å.
Positions of all 18 atoms, in Å:
1 C 0.87343 1.47458 1.24610  N2 1.433, H9 1.096, H10 1.099, H11 1.090
2 N 1.45863 0.80776 0.12047  C1 1.433, C3 1.252
3 C 0.95041 -0.19512 -0.42954  N2 1.252, C4 1.490, C5 1.586
4 C 1.57005 -0.76497 -1.65953  C3 1.490, H12 1.089, H13 1.091, H14 1.089
5 C -0.31838 -0.97854 0.11134  C3 1.586, C6 1.510, H15 1.088, H16 1.091
6 C -1.51614 -0.14516 -0.27718  C5 1.510, N7 1.357, O8 1.218
7 N -2.46393 0.00321 0.68247  C6 1.357, H17 1.007, H18 1.005
8 O -1.55249 0.48628 -1.31787  C6 1.218
9 H -0.06826 1.95801 0.96332  C1 1.096
10 H 0.66338 0.78210 2.07262  C1 1.099
11 H 1.57954 2.22948 1.59118  C1 1.090
12 H 2.46590 -0.20293 -1.91805  C4 1.089
13 H 0.85831 -0.69384 -2.48278  C4 1.091
14 H 1.82522 -1.81479 -1.51902  C4 1.089
15 H -0.36970 -1.92942 -0.41574  C5 1.088
16 H -0.26817 -1.12242 1.19186  C5 1.091
17 H -3.26600 0.57387 0.47162  N7 1.007
18 H -2.42178 -0.46809 1.56874  N7 1.005

***

The highest energy relative to the best compared isomer or geometry (same formula, charge and spin) belongs to which entry? number 5

***

What did the seventh record say?
Formula: C5H10N2O
Source: the Open Molecules 2025 dataset
Level of theory: ωB97M-V/def2-TZVPD

## Properties
Energy relative to the best compared isomer or geometry (same formula, charge and spin) (kJ/mol): 211.24
Orbital gap (eV): 8.18
LUMO energy (eV): 0.856
SMILES: C[C@@H]1C(O)=C(N)[C@@H]1N
F_max (eV/Å): 2.6

Each atom is followed by the atoms it is bonded to, with distances in Å.
Positions of all 18 atoms, in Å:
1 C 0.51742 -2.02947 0.24645  C2 1.510, H9 1.096, H10 1.091, H11 1.090
2 C 0.86484 -0.56293 0.14989  C1 1.510, C3 1.470, C7 1.828, H12 1.089
3 C 0.21546 0.39599 1.05566  C2 1.470, O4 1.376, C5 1.351
4 O 0.09779 0.36633 2.42643  C3 1.376, H13 0.963
5 C -0.31915 1.25517 0.16059  C3 1.351, N6 1.388, C7 1.479
6 N -0.92428 2.49921 0.26811  C5 1.388, H14 1.010, H15 1.008
7 C 0.02146 0.50697 -1.06928  C2 1.828, C5 1.479, N8 1.422, H16 1.096
8 N -1.03019 -0.14139 -1.77278  C7 1.422, H17 1.014, H18 1.014
9 H 0.46313 -2.47889 -0.75124  C1 1.096
10 H 1.26738 -2.58815 0.80819  C1 1.091
11 H -0.45533 -2.18447 0.71419  C1 1.090
12 H 1.91604 -0.38493 -0.07302  C2 1.089
13 H 0.66986 -0.33001 2.76597  O4 0.963
14 H -0.58894 3.07586 1.02638  N6 1.010
15 H -1.03196 2.99745 -0.60173  N6 1.008
16 H 0.68368 1.01344 -1.78010  C7 1.096
17 H -0.68584 -0.82455 -2.43815  N8 1.014
18 H -1.68138 -0.58563 -1.13557  N8 1.014